Record 1
2 unconnected molecules or ions with the total composition C4H7N3O3 in a non-equilibrium geometry. Source: the OMol25 dataset; level of theory: the ωB97M-V functional and the def2-TZVPD basis.

Last column: Mulliken charge in e.
Atoms and positions in Å:
C1 -0.137 0.800 -0.157  -0.11
C2 -1.066 1.106 0.869  0.42
C3 0.527 -1.827 -1.047  -1.01
C4 1.277 -0.740 -0.354  0.08
N1 -1.906 2.016 0.437  -0.51
N2 -0.449 1.505 -1.207  0.81
N3 -1.062 0.620 2.140  -0.46
O1 0.007 1.592 -2.329  -0.75
O2 -1.577 2.322 -0.835  -0.18
O3 1.658 -1.036 0.908  -0.49
H1 0.198 -1.487 -2.025  0.34
H2 -0.329 -2.146 -0.457  0.30
H3 1.191 -2.686 -1.170  0.34
H4 1.985 -0.184 -0.962  0.35
H5 -0.639 -0.286 2.258  0.23
H6 -1.910 0.780 2.658  0.27
H7 2.233 -0.350 1.273  0.38

## Properties
F_max, eV/Å: 4.0
E_HOMO, Ha: -0.314
HOMO-LUMO gap, eV: 8.9
Electronic energy, eV: -14868.5068

Record 2
A molecular structure, C25H23Cl5N2O7PdSe2 in a non-equilibrium geometry. Source: the OMol25 dataset; level of theory: the ωB97M-V functional and the def2-TZVPD basis.

Last column: Mulliken charge in e.
Atoms and positions in Å:
Pd1 0.589 -0.952 -0.332  0.19
O1 5.151 -1.042 3.523  -0.50
C1 4.963 -2.444 3.389  -1.40
C2 3.977 -2.691 2.246  1.63
C3 3.729 -4.209 2.200  -1.21
O2 2.701 -4.623 1.325  -0.36
C4 4.635 -2.213 0.928  -1.24
Se1 3.233 -1.759 -0.379  -0.11
C5 2.631 -1.977 2.566  -0.72
Se2 2.325 -0.474 1.355  -0.19
H1 5.790 -0.874 4.220  0.33
H2 4.563 -2.871 4.316  0.48
H3 5.911 -2.946 3.166  0.43
H4 3.429 -4.553 3.193  0.45
H5 4.676 -4.706 1.951  0.39
H6 2.749 -4.103 0.506  0.30
H7 5.285 -2.983 0.511  0.44
H8 5.219 -1.310 1.097  0.50
H9 2.620 -1.567 3.574  0.44
H10 1.798 -2.663 2.435  0.37
C6 -4.719 1.573 -1.113  -0.83
O3 -3.740 2.405 -1.752  -0.29
C7 -3.675 3.666 -1.250  0.12
C8 -4.548 4.655 -1.686  -0.10
C9 -4.425 5.953 -1.216  -0.61
C10 -3.425 6.280 -0.310  -0.62
C11 -2.543 5.301 0.119  -0.60
C12 -2.666 4.002 -0.350  -0.03
N1 -1.777 2.994 0.142  0.34
C13 -0.812 2.345 -0.478  -0.87
C14 -0.304 2.438 -1.778  1.06
C15 -0.791 3.293 -2.809  -0.28
C16 -0.223 3.295 -4.043  -0.91
C17 0.864 2.428 -4.310  -0.42
C18 1.370 1.600 -3.353  -0.70
C19 0.824 1.576 -2.039  0.11
O4 1.364 0.840 -1.139  -0.60
H11 -4.657 0.607 -1.602  0.25
H12 -5.715 2.008 -1.227  0.42
H13 -4.481 1.451 -0.054  0.25
H14 -5.312 4.384 -2.403  0.49
H15 -5.110 6.715 -1.564  0.39
H16 -3.325 7.293 0.053  0.40
H17 -1.746 5.538 0.812  0.49
H18 -1.939 2.709 1.096  0.35
H19 -0.306 1.628 0.157  0.70
H20 -1.619 3.955 -2.611  0.36
H21 -0.601 3.944 -4.820  0.43
H22 1.301 2.421 -5.301  0.39
H23 2.200 0.936 -3.555  0.50
Cl1 -0.955 -1.128 2.581  -0.18
C20 -0.742 -2.621 1.714  0.79
C21 -0.103 -2.614 0.478  -1.05
C22 -0.001 -3.833 -0.186  0.53
Cl2 0.736 -3.886 -1.754  -0.11
C23 -0.477 -5.020 0.365  0.29
Cl3 -0.310 -6.506 -0.480  -0.20
C24 -1.084 -4.999 1.618  0.29
Cl4 -1.669 -6.456 2.318  -0.19
C25 -1.224 -3.792 2.295  0.32
Cl5 -1.990 -3.760 3.837  -0.20
O5 -2.057 -0.114 -0.436  -0.47
N2 -1.939 -0.650 -1.544  1.27
O6 -2.836 -0.741 -2.353  -0.71
O7 -0.786 -1.156 -1.860  -0.74

## Properties
F_max, eV/Å: 1.2
E_HOMO, Ha: -0.301
HOMO-LUMO gap, eV: 7.6
Electronic energy, eV: -240391.1709

Record 3
A molecular structure, C3H9N2OP in a non-equilibrium geometry. Source: the OMol25 dataset; level of theory: the ωB97M-V functional and the def2-TZVPD basis.

Last column: Mulliken charge in e.
Atoms and positions in Å:
C1 1.681 0.314 0.243  -0.40
C2 1.897 -0.902 -0.643  -0.38
C3 0.239 0.349 0.667  -0.52
N1 0.998 -1.897 -0.366  -0.54
N2 -3.357 -0.113 -0.632  -0.23
O1 -2.630 -0.738 0.248  -0.33
P1 -0.395 -1.288 0.259  0.26
H1 2.474 0.190 1.174  0.21
H2 1.859 1.231 -0.316  0.27
H3 1.903 -0.569 -1.702  0.19
H4 2.808 -1.394 -0.607  0.36
H5 0.074 0.743 1.683  0.42
H6 -0.368 1.011 -0.040  0.17
H7 -2.864 0.611 -1.171  0.25
H8 -3.659 -0.804 -1.303  0.28
H9 -1.002 -2.104 1.151  -0.02

## Properties
F_max, eV/Å: 3.4
E_HOMO (alpha / beta), Ha: -0.237 / -0.310
HOMO-LUMO gap (alpha / beta), eV: 7.3 / 7.1
2S+1: 3
Electronic energy, eV: -17567.4641

Record 4
A molecular structure, C41H57BiNOPS5. Source: the OMol25 dataset; level of theory: the ωB97M-V functional and the def2-TZVPD basis.

Last column: Mulliken charge in e.
Atoms and positions in Å:
Bi1 -0.708 -0.363 2.153  0.59
S1 -2.831 0.357 -0.097  0.11
C1 -3.580 1.797 0.509  -0.25
C2 -3.926 2.855 -0.356  -0.63
C3 -4.490 4.037 0.087  -0.65
C4 -4.765 4.224 1.438  -0.62
C5 -4.463 3.195 2.319  -0.54
C6 -3.880 2.009 1.883  0.46
S2 -3.424 0.860 3.156  -0.30
C7 -4.228 -0.707 2.678  -0.70
C8 -3.423 -1.840 3.255  0.36
C9 -3.985 -2.635 4.222  -0.96
C10 -3.189 -3.691 4.773  -0.46
C11 -1.886 -3.795 4.470  -1.32
C12 -1.227 -2.786 3.575  1.20
C13 -0.277 -3.543 2.630  -0.91
S3 0.788 -2.530 1.556  0.41
C14 2.248 -2.388 2.600  0.28
C15 2.939 -3.575 2.840  -0.58
C16 4.146 -3.597 3.517  -0.86
C17 4.693 -2.389 3.940  -0.50
C18 4.033 -1.204 3.680  -0.70
C19 2.800 -1.156 3.001  0.46
S4 2.086 0.412 2.707  -0.57
N1 -2.174 -2.011 2.783  0.62
H1 -3.712 2.721 -1.412  0.38
H2 -4.716 4.821 -0.628  0.36
H3 -5.204 5.147 1.797  0.33
H4 -4.675 3.302 3.377  0.38
H5 -4.237 -0.758 1.590  -0.04
H6 -5.236 -0.716 3.087  0.47
H7 -5.012 -2.478 4.522  0.33
H8 -3.637 -4.407 5.457  0.36
H9 -1.259 -4.569 4.900  0.37
H10 -0.886 -4.123 1.947  -0.30
H11 0.377 -4.195 3.209  0.78
H12 2.513 -4.507 2.479  0.47
H13 4.655 -4.536 3.700  0.35
H14 5.638 -2.368 4.472  0.35
H15 4.456 -0.262 4.009  0.40
S5 -0.271 -1.501 4.504  -0.44
C20 -0.661 1.093 -5.332  -0.78
C21 -0.758 2.441 -4.604  -1.15
C22 0.169 2.476 -3.391  -0.41
C23 -0.323 1.478 -2.323  1.36
C24 -0.986 0.250 -2.977  0.07
C25 -0.404 -0.062 -4.349  -0.66
P1 0.801 0.850 -0.983  -0.26
C26 1.529 2.358 -0.172  0.47
C27 0.364 3.020 0.623  0.28
C28 -0.004 4.390 0.066  -0.45
C29 1.174 5.367 0.177  -0.80
C30 2.520 4.647 -0.011  -1.19
C31 2.366 3.419 -0.906  -0.34
C32 2.192 -0.076 -1.810  -0.04
C33 3.088 0.584 -2.876  -0.33
C34 4.354 -0.245 -3.080  -1.21
C35 5.246 -0.190 -1.830  -0.78
C36 4.409 -0.025 -0.554  -0.55
C37 3.057 -0.713 -0.690  0.39
H16 0.144 1.134 -6.074  0.31
H17 -1.585 0.913 -5.891  0.29
H18 -1.783 2.602 -4.255  0.31
H19 -0.534 3.261 -5.294  0.49
H20 0.196 3.484 -2.972  0.50
H21 1.191 2.256 -3.711  -0.03
H22 -1.108 1.969 -1.735  -0.84
H23 -2.063 0.422 -3.071  0.76
H24 -0.910 -0.604 -2.304  -1.01
H25 -0.828 -0.995 -4.729  0.59
H26 0.672 -0.239 -4.260  0.02
H27 2.186 1.901 0.574  0.04
H28 0.653 3.120 1.675  0.64
H29 -0.525 2.377 0.612  -0.73
H30 -0.884 4.786 0.578  0.60
H31 -0.298 4.276 -0.982  -0.17
H32 1.156 5.860 1.154  0.33
H33 1.066 6.160 -0.570  0.31
H34 2.901 4.312 0.960  0.36
H35 3.268 5.337 -0.414  0.46
H36 3.350 3.010 -1.146  0.48
H37 1.918 3.716 -1.857  0.00
H38 1.654 -0.898 -2.299  0.53
H39 3.372 1.599 -2.586  -0.08
H40 2.543 0.685 -3.816  0.46
H41 4.910 0.093 -3.960  0.45
H42 4.058 -1.281 -3.281  0.35
H43 5.956 0.640 -1.918  0.33
H44 5.848 -1.103 -1.768  0.32
H45 4.242 1.037 -0.346  -0.09
H46 4.942 -0.415 0.316  0.60
H47 2.530 -0.657 0.263  -1.07
H48 3.207 -1.778 -0.895  0.72
C38 -2.189 -2.955 -2.052  -1.75
C39 -1.861 -3.332 -0.592  1.53
C40 -1.121 -4.695 -0.652  -1.75
C41 -3.209 -3.520 0.148  -1.39
O1 -1.105 -2.373 0.028  0.09
H49 -2.781 -3.722 -2.565  0.51
H50 -1.253 -2.811 -2.603  0.37
H51 -2.749 -2.015 -2.060  0.26
H52 -1.701 -5.468 -1.172  0.44
H53 -0.903 -5.062 0.352  0.41
H54 -0.169 -4.559 -1.175  0.23
H55 -3.908 -4.179 -0.383  0.44
H56 -3.663 -2.533 0.270  0.03
H57 -3.037 -3.927 1.149  0.23

## Properties
F_max, eV/Å: 0.8
E_HOMO, Ha: -0.050
HOMO-LUMO gap, eV: 5.6
Net charge: -2
Electronic energy, eV: -116286.5024

Values for energy relative to the best compared isomer or geometry (same formula, charge and spin), eV, ordered as above
6.403, 1.031, 2.129, 0.601